Record 1
56
Properties=species:S:1:pos:R:3:forces:R:3 method="wB97M-V/def2-TZVPD" relative_energy_kcal_mol=35.40 homo_energy_ev=0.9 lumo_energy_ev=3.099 gap_ev=2.207 total_energy_ev=-96827.861 total_charge=-2
Pd 0.642 1.387 0.196 0.228 -0.019 -0.076
O -1.097 0.293 -1.127 -0.273 0.266 0.184
C -2.149 -0.182 -1.483 0.156 -0.167 -0.135
C -3.537 0.276 -1.317 0.020 -0.023 0.010
C -4.465 -0.441 -2.043 0.016 0.009 0.017
C -5.821 -0.126 -2.041 -0.050 -0.017 -0.021
C -6.281 0.963 -1.259 -0.001 0.006 -0.001
C -5.405 1.680 -0.517 0.006 0.003 -0.001
C -3.970 1.391 -0.466 0.057 0.012 0.000
O -3.218 2.045 0.257 -0.024 0.009 -0.019
N -6.733 -0.883 -2.809 -0.034 -0.039 -0.006
O -7.932 -0.573 -2.792 0.118 -0.048 -0.023
O -6.319 -1.837 -3.479 -0.061 0.098 0.052
H -2.121 -1.128 -2.077 0.023 0.020 0.007
H -4.135 -1.278 -2.647 0.008 0.001 -0.002
H -7.337 1.199 -1.269 -0.002 -0.001 -0.002
H -5.736 2.512 0.093 -0.008 0.004 0.002
Cl 5.656 3.490 4.361 0.000 0.000 0.002
C 4.460 2.278 4.706 -0.019 0.009 -0.006
C 4.691 0.962 4.351 -0.032 -0.016 0.003
C 3.718 0.027 4.635 0.016 0.017 -0.031
C 2.514 0.343 5.267 0.007 -0.039 0.022
C 1.620 -0.851 5.564 -0.001 -0.017 -0.047
C 0.098 -0.701 5.554 -0.065 0.034 0.040
N -0.413 -0.238 4.286 0.129 0.050 0.009
C -1.471 0.634 4.113 0.041 0.022 -0.011
C -1.683 0.710 2.769 0.009 0.101 0.008
N -0.795 -0.100 2.108 -0.171 -0.207 0.014
C -0.059 -0.649 3.032 -0.024 0.037 0.041
O 2.056 -1.536 6.750 -0.042 0.008 -0.018
C 1.975 -0.829 7.972 0.010 -0.018 -0.008
C 0.650 -0.985 8.675 0.006 0.000 0.016
C 0.114 -2.179 9.049 -0.011 0.003 -0.003
Cl 0.816 -3.731 8.835 -0.006 0.001 0.005
S -1.414 -2.023 9.817 0.011 0.011 -0.003
C -1.349 -0.316 9.668 0.037 -0.026 -0.018
C -0.211 0.091 9.050 0.014 -0.045 -0.010
C 2.326 1.682 5.583 -0.023 0.040 0.029
Cl 0.875 2.284 6.351 -0.017 0.008 0.013
C 3.280 2.650 5.310 0.027 0.003 -0.011
H 5.597 0.688 3.830 0.007 -0.007 -0.005
H 3.883 -1.002 4.340 0.005 -0.009 0.001
H 1.853 -1.577 4.784 0.013 0.000 0.021
H -0.244 -0.013 6.324 -0.001 -0.062 -0.057
H -0.307 -1.690 5.798 0.018 -0.007 0.010
H -1.927 1.128 4.953 -0.015 0.025 0.023
H -2.367 1.337 2.215 -0.020 -0.080 0.020
H 0.776 -1.304 2.842 0.016 -0.038 0.003
H 2.192 0.233 7.834 -0.005 0.020 -0.011
H 2.764 -1.247 8.602 -0.009 0.002 -0.009
H -2.163 0.292 10.024 -0.035 0.011 0.016
H 0.021 1.122 8.835 0.002 0.047 -0.011
H 3.082 3.685 5.543 -0.002 0.009 0.002
F 2.242 1.936 2.612 -0.003 0.005 0.064
B 2.160 2.089 1.215 -0.041 -0.005 -0.054
F 3.316 2.777 0.876 -0.007 -0.003 -0.035



Record 2
52
Properties=species:S:1:pos:R:3:forces:R:3 method="wB97M-V/def2-TZVPD" homo_energy_ev="-14.0 / -14.6" lumo_energy_ev="-6.372 / -8.554" gap_ev="7.658 / 6.028" total_energy_ev=-213527.191 spin_multiplicity=6 total_charge=+2
Ir -0.062 -0.447 0.000 0.533 0.113 -0.155
Cl 0.537 0.752 -5.016 0.003 0.055 0.004
C 0.703 -0.817 -4.405 -0.025 0.115 0.157
C 1.065 -1.863 -5.226 0.024 -0.113 -0.071
C 1.181 -3.147 -4.719 -0.001 -0.030 0.086
Cl 1.629 -4.397 -5.764 0.032 -0.119 -0.064
C 0.928 -3.443 -3.326 0.107 -0.191 -0.372
C 1.017 -4.721 -2.756 0.068 -0.125 -0.192
C 0.736 -4.878 -1.424 -0.017 -0.100 0.128
C 0.380 -3.760 -0.669 -0.124 0.180 0.004
N 0.304 -2.544 -1.191 -0.082 -0.228 0.266
C 0.566 -2.391 -2.498 -0.066 0.247 0.131
C 0.449 -1.033 -3.008 -0.096 0.189 0.102
O 0.124 -0.104 -2.230 0.032 -0.098 -0.278
H 1.257 -1.680 -6.276 -0.010 -0.032 0.045
H 1.299 -5.570 -3.367 -0.021 0.046 0.031
H 0.785 -5.852 -0.953 -0.009 0.076 -0.029
H 0.147 -3.857 0.386 -0.007 -0.012 -0.159
Br 0.678 1.867 1.955 -0.005 -0.087 0.131
C 0.170 1.577 3.812 0.072 -0.132 -0.029
Br 0.189 -0.258 4.344 0.023 -0.073 -0.113
H -0.825 1.967 3.936 -0.199 0.090 -0.005
H 0.896 2.109 4.403 0.123 0.125 0.080
O -2.381 -1.270 1.824 -0.675 -0.364 0.591
C -1.485 -1.202 1.152 0.531 0.292 -0.470
S 2.407 -0.668 0.204 -0.270 0.091 -0.037
C 2.932 -1.934 1.196 0.045 -0.115 0.138
C 4.339 -2.127 1.278 -0.074 -0.004 0.014
C 4.845 -3.145 2.050 0.056 -0.048 0.050
C 3.976 -3.975 2.761 0.016 -0.068 0.021
C 2.588 -3.785 2.708 0.067 -0.023 0.029
C 2.065 -2.781 1.935 0.212 0.151 -0.014
H 5.000 -1.465 0.731 -0.066 -0.029 0.007
H 5.916 -3.296 2.112 -0.105 -0.002 0.000
H 4.382 -4.777 3.366 -0.031 0.063 -0.014
H 1.932 -4.425 3.286 0.051 0.013 -0.031
H 1.000 -2.608 1.894 -0.027 0.094 0.054
N -5.846 0.943 -0.577 0.307 0.099 -0.371
C -5.162 1.620 -1.545 -0.266 -0.140 0.189
O -5.641 1.981 -2.595 0.001 -0.019 0.099
C -3.703 1.892 -1.277 -0.094 0.026 -0.003
C -3.157 3.078 -1.744 -0.008 0.201 -0.094
C -1.801 3.310 -1.588 -0.045 0.138 -0.069
C -1.025 2.332 -1.005 -0.121 -0.206 0.024
N -1.545 1.176 -0.558 -0.058 0.128 -0.078
C -2.866 0.969 -0.689 0.280 -0.104 0.168
H -6.827 0.783 -0.731 -0.083 0.018 -0.017
H -5.494 0.848 0.357 0.018 0.055 0.076
H -3.804 3.797 -2.234 0.051 -0.053 0.015
H -1.341 4.228 -1.934 -0.051 -0.085 0.038
H 0.046 2.464 -0.913 -0.026 -0.044 0.019
H -3.252 0.020 -0.338 0.012 0.039 -0.033



Record 3
47
Properties=species:S:1:pos:R:3:forces:R:3 method="wB97M-V/def2-TZVPD" smiles=Oc1c2c(nc3ccccc13)[C@@H](c1ccc3c(c1)CCO3)N(c1ncc(Br)cn1)C2 homo_energy_ev=-8.1 lumo_energy_ev=0.054 gap_ev=8.165 total_energy_ev=-104221.482
O 0.451 -4.000 -0.878 0.842 -0.595 1.132
C 0.897 -2.751 -1.203 -2.005 -0.383 3.346
C 0.537 -1.740 -0.319 -0.543 -3.150 -1.192
C 1.011 -0.491 -0.458 1.816 -0.341 -1.168
N 1.913 -0.166 -1.388 -1.162 -0.297 0.039
C 2.187 -1.167 -2.277 0.349 1.597 -1.078
C 2.910 -0.765 -3.469 -0.013 0.600 0.457
C 3.301 -1.708 -4.366 0.691 4.036 -1.146
C 2.976 -3.006 -4.272 -1.375 -2.354 0.230
C 2.221 -3.436 -3.235 -0.022 -0.600 1.518
C 1.735 -2.525 -2.206 2.882 1.068 -3.473
C 0.394 0.302 0.596 1.582 2.641 1.507
C -0.768 1.096 0.021 1.140 -1.544 -0.449
C -1.498 0.534 -1.073 -2.317 4.244 -0.829
C -2.445 1.458 -1.732 0.894 -0.690 1.328
C -2.721 2.728 -1.146 2.717 -1.853 2.025
C -2.043 3.175 0.016 2.514 -3.601 0.213
C -0.948 2.326 0.583 -3.747 3.502 -0.460
C -2.533 4.491 0.467 1.548 1.626 -3.810
C -3.452 4.836 -0.855 0.110 0.938 2.190
O -3.616 3.594 -1.556 -2.265 1.269 -0.927
N -0.128 -0.673 1.557 0.560 -0.819 0.068
C 0.062 -0.709 2.901 -1.679 0.566 -0.242
N -0.465 -1.719 3.565 -0.254 -2.104 1.157
C -0.204 -1.792 4.875 0.233 -0.931 1.527
C 0.547 -0.854 5.518 2.225 1.624 0.534
Br 1.401 -0.977 7.340 -1.194 -0.160 -1.707
C 0.963 0.249 4.745 -1.033 -1.020 0.979
N 0.554 0.341 3.499 2.454 2.301 0.146
C -0.327 -1.958 0.876 0.803 0.987 -0.051
H 0.811 -4.050 0.046 -0.955 -0.751 -1.016
H 3.047 0.318 -3.750 0.000 -1.278 0.939
H 3.801 -1.317 -5.248 0.028 -0.261 -0.060
H 3.089 -3.650 -5.120 0.737 -0.540 -0.060
H 2.188 -4.518 -3.113 -0.963 0.220 0.073
H 1.267 0.972 1.006 -2.112 -0.920 -0.197
H -1.466 -0.459 -1.508 0.661 0.135 0.313
H -2.956 1.204 -2.673 0.192 -0.132 0.632
H -0.473 2.722 1.531 -0.150 -0.894 -1.443
H -1.605 5.213 0.404 -2.106 -1.018 1.009
H -3.120 4.412 1.348 -0.189 0.516 0.951
H -4.403 5.363 -0.445 1.189 -1.390 -1.357
H -2.935 5.487 -1.576 -0.137 0.080 0.558
H -0.457 -2.598 5.618 -0.622 0.121 -1.782
H 1.564 1.000 5.249 -0.169 0.407 -0.529
H -1.369 -2.042 0.607 -0.372 -0.783 0.146
H 0.099 -2.753 1.501 -0.783 -0.065 -0.041



Record 4
60
Properties=species:S:1:pos:R:3:forces:R:3 method="wB97M-V/def2-TZVPD" relative_energy_kcal_mol=0.00 homo_energy_ev=-5.1 lumo_energy_ev=2.127 gap_ev=7.181 total_energy_ev=-130499.354 total_charge=-1
La 0.979 0.575 -0.665 0.728 -1.163 -0.506
C -5.618 2.901 4.403 -0.008 0.015 0.033
C -4.730 2.416 3.293 0.035 -0.036 -0.024
C -3.619 1.623 3.555 -0.048 0.034 0.001
C -2.791 1.193 2.529 0.126 -0.047 0.024
C -3.085 1.556 1.229 0.123 -0.149 -0.161
C -4.187 2.347 0.942 -0.099 0.061 -0.120
C -5.005 2.772 1.972 0.041 -0.030 0.006
S -2.020 1.068 -0.106 -0.309 0.170 -0.102
O -2.862 0.763 -1.253 0.002 0.097 0.145
O -1.269 -0.123 0.368 -0.369 -0.051 0.027
N -1.003 2.211 -0.440 -0.581 -0.060 0.010
C -0.654 3.111 0.658 0.045 0.262 0.348
C 0.227 2.468 1.761 -0.668 0.426 0.321
O 0.036 2.756 2.932 0.122 0.038 -0.167
O 1.092 1.628 1.313 0.296 0.275 0.605
H -5.324 2.471 5.359 -0.003 0.004 0.011
H -6.660 2.638 4.215 -0.010 0.004 0.005
H -5.562 3.988 4.490 -0.015 0.009 0.021
H -3.384 1.349 4.575 -0.004 0.001 0.017
H -1.915 0.595 2.738 -0.002 0.002 0.006
H -4.396 2.615 -0.085 -0.011 0.006 0.004
H -5.869 3.388 1.753 -0.011 0.008 -0.006
H -1.544 3.537 1.129 0.099 0.027 0.049
H -0.094 3.941 0.222 -0.008 -0.001 0.044
Cl 2.163 3.677 -1.292 -0.076 0.086 0.046
C 2.709 2.731 -2.666 -0.026 -0.251 -0.139
C 2.256 1.425 -2.730 0.553 0.375 -0.567
C 2.810 0.664 -3.750 0.050 0.238 0.057
Cl 2.407 -1.028 -3.815 -0.052 -0.112 -0.081
C 3.712 1.171 -4.683 -0.063 0.181 0.092
Cl 4.371 0.185 -5.929 0.033 -0.127 -0.105
C 4.089 2.513 -4.597 -0.091 -0.071 0.084
Cl 5.178 3.180 -5.751 0.073 0.046 -0.074
C 3.594 3.311 -3.567 -0.032 -0.216 -0.060
Cl 4.081 4.953 -3.428 0.042 0.170 0.033
O 2.035 -6.682 2.419 -0.208 -0.131 -0.173
C 3.123 -6.269 1.718 0.564 0.093 0.915
O 4.050 -7.030 1.597 -0.261 -0.118 -0.342
C 3.162 -4.853 1.307 -0.041 0.214 -0.350
C 2.093 -3.959 1.427 0.050 -0.114 -0.040
C 2.215 -2.649 1.014 0.020 -0.043 0.058
C 3.411 -2.165 0.460 -0.166 0.004 -0.008
S 3.587 -0.529 -0.066 0.320 0.186 -0.082
C 4.483 -3.066 0.350 -0.048 -0.033 0.010
C 4.359 -4.373 0.759 -0.127 -0.091 0.031
H 1.426 -5.945 2.538 -0.008 -0.001 -0.026
H 1.136 -4.257 1.846 -0.005 -0.040 -0.008
H 1.375 -1.974 1.147 0.020 -0.024 0.042
H 5.413 -2.712 -0.074 0.010 0.018 -0.004
H 5.189 -5.059 0.664 0.003 -0.037 0.011
N -2.699 -0.845 -3.607 -0.236 0.314 -0.317
N -1.801 -1.459 -2.771 0.284 -0.083 0.213
N -2.036 -2.610 -2.202 -0.149 -0.068 0.047
C -0.925 -2.787 -1.496 0.109 -0.042 -0.011
N -0.066 -1.786 -1.667 0.105 -0.058 -0.048
N -0.643 -0.943 -2.504 -0.212 -0.015 0.148
H -3.617 -1.134 -3.288 0.014 -0.130 0.017
H -2.633 0.149 -3.390 0.060 -0.011 0.039
H -0.748 -3.637 -0.863 0.017 -0.014 0.003